1.
Formula: C16H11NO4SYb
Source: the OMol25 dataset
Level of theory: ωB97M-V with the def2-TZVPD basis set

Calculated values
<S²>: 0.759
2S+1: 2
Charge: +3
Frontier orbital gap (alpha / beta) (eV): 5.771 / 3.918
HOMO (alpha / beta) (eV): -18.0 / -18.0

Last column: Mulliken spin population.
Geometry (Å):
O  -2.152  3.680  -2.696  -0.002
C  -2.460  2.594  -2.464  -0.003
Yb  -2.732  0.292  -1.593  0.761
O  -1.590  -0.053  -6.020  0.000
C  -2.042  -0.003  -4.963  0.000
C  -5.145  1.038  -1.346  0.000
O  -6.238  1.400  -1.265  0.000
C  -3.253  -2.201  -1.919  0.000
O  -3.413  -3.339  -1.950  0.000
N  -0.839  0.705  -0.662  0.189
S  0.698  0.118  -0.748  0.020
C  1.532  1.199  0.403  0.005
C  1.189  1.200  1.745  0.002
C  1.768  2.149  2.605  0.003
C  2.690  3.075  2.095  -0.001
C  3.048  3.049  0.732  0.001
C  2.455  2.116  -0.117  0.003
C  0.572  -1.422  0.158  0.024
C  1.681  -2.288  0.123  0.002
C  1.627  -3.481  0.837  -0.001
C  0.476  -3.812  1.572  0.007
C  -0.637  -2.957  1.566  0.000
C  -0.582  -1.765  0.830  0.007
H  -0.771  1.592  -0.125  -0.005
H  0.461  0.461  2.104  -0.002
H  1.500  2.142  3.664  0.000
H  3.153  3.814  2.769  0.000
H  3.789  3.748  0.331  0.000
H  2.667  2.077  -1.190  0.000
H  2.559  -1.993  -0.456  0.000
H  2.499  -4.149  0.841  0.000
H  0.455  -4.729  2.180  0.000
H  -1.528  -3.190  2.151  0.000
H  -1.440  -1.066  0.809  -0.008


2.
Formula: C16H12AsF4N9O3S4Sn
Source: the OMol25 dataset
Level of theory: ωB97M-V with the def2-TZVPD basis set

Calculated values
Charge: -2
Frontier orbital gap (eV): 4.313
HOMO (eV): -1.2
ΔE to the lowest compared entry with this formula, charge and spin (kJ/mol): 349.34

Last column: Löwdin charge in e.
Geometry (Å):
Sn  0.000  0.000  0.000  0.526
N  -0.759  1.315  1.352  -0.147
N  -1.333  2.308  0.643  -0.005
C  -1.320  2.285  -0.793  -0.301
N  -1.943  3.364  -1.486  0.184
N  -0.754  1.305  -1.342  0.038
N  -0.597  1.034  -2.740  -0.324
O  -1.029  1.780  -3.562  0.086
O  -0.028  0.049  -3.109  0.067
H  -1.473  0.825  1.978  0.126
H  0.022  1.688  1.978  0.105
H  -1.784  3.090  1.138  0.169
H  -2.379  4.119  -0.937  0.110
H  -2.000  3.464  -2.503  0.105
S  0.349  -0.608  4.406  -0.093
As  0.838  -1.452  2.817  -0.535
S  1.855  0.038  1.552  0.146
S  -0.961  -1.589  1.551  0.367
S  1.956  -3.389  3.165  -0.285
C  -2.188  -2.337  -0.419  -0.213
C  -2.732  -0.956  -0.171  -0.488
C  -4.226  -0.773  -0.138  0.008
O  -1.975  0.000  0.000  -0.326
H  -2.996  -3.062  -0.549  0.083
H  -1.582  -2.643  0.437  -0.113
H  -1.582  -2.326  -1.328  0.067
H  -4.744  -1.720  -0.308  0.077
H  -4.519  -0.071  -0.924  0.091
H  -4.519  -0.387  0.841  0.091
F  0.970  0.980  -4.116  0.001
C  1.615  2.162  -4.138  -0.142
C  1.083  3.201  -4.800  -0.170
F  -0.101  3.057  -5.427  0.062
C  1.814  4.476  -4.902  -0.073
C  3.274  4.381  -4.696  -0.162
C  3.810  3.333  -4.046  -0.161
F  5.145  3.245  -3.892  0.078
C  2.941  2.276  -3.502  -0.078
C  3.304  1.484  -2.462  -0.215
C  2.355  0.624  -1.838  -0.096
N  1.525  0.000  -1.322  -0.017
C  4.583  1.563  -1.837  -0.229
N  5.618  1.627  -1.318  0.117
F  4.078  5.336  -5.201  0.070
C  1.180  5.651  -5.151  -0.260
C  1.873  6.896  -5.191  -0.257
N  2.428  7.915  -5.198  0.093
C  -0.238  5.738  -5.284  -0.260
N  -1.393  5.812  -5.367  0.084
H  -0.662  -1.146  -1.146  0.003


3.
Formula: C16H12AsN3O6S2Tc
Source: the OMol25 dataset
Level of theory: ωB97M-V with the def2-TZVPD basis set

Calculated values
<S²>: 0.753
2S+1: 2
Charge: +2
Frontier orbital gap (alpha / beta) (eV): 6.944 / 7.007
HOMO (alpha / beta) (eV): -14.8 / -14.9
ΔE to the lowest compared entry with this formula, charge and spin (kJ/mol): 14.89

Last column: Mulliken spin population.
Geometry (Å):
Tc  1.010  -0.393  0.003  0.828
N  2.097  2.638  -2.537  0.011
C  0.779  3.100  -2.475  0.000
C  0.153  4.185  -3.075  0.003
C  -1.184  4.348  -2.780  0.000
C  -1.869  3.469  -1.921  0.000
C  -1.242  2.395  -1.328  0.000
C  0.106  2.223  -1.625  0.003
N  1.025  1.267  -1.188  0.004
C  2.189  1.558  -1.766  0.019
C  3.308  0.661  -1.505  0.013
C  4.601  0.628  -1.892  0.002
S  5.383  -0.746  -1.221  0.002
C  3.966  -1.217  -0.455  0.002
N  2.952  -0.401  -0.677  -0.004
H  2.839  3.046  -3.086  0.000
H  0.678  4.866  -3.731  0.000
H  -1.722  5.178  -3.217  0.000
H  -2.917  3.647  -1.722  0.000
H  -1.770  1.723  -0.666  0.004
H  5.140  1.315  -2.525  0.000
H  3.883  -2.102  0.161  -0.001
O  0.797  -1.239  3.830  0.009
As  -0.470  -0.426  2.993  0.023
O  -1.179  0.844  3.653  -0.002
O  0.571  0.232  1.565  0.082
C  -1.638  -1.819  2.378  0.002
C  -2.720  -1.891  3.243  -0.002
C  -3.698  -2.873  3.079  0.001
C  -3.610  -3.779  2.042  -0.001
C  -2.547  -3.707  1.146  0.001
C  -1.571  -2.738  1.313  0.002
S  -0.342  -2.700  0.081  -0.014
O  -0.398  -3.833  -0.753  0.002
O  0.982  -2.370  0.715  0.015
O  -0.535  -1.337  -0.695  -0.006
H  1.135  -0.718  4.579  0.000
H  -2.817  -1.178  4.053  0.000
H  -4.525  -2.915  3.773  0.000
H  -4.365  -4.542  1.913  0.000
H  -2.475  -4.400  0.319  0.000


4.
Formula: C16H12BrInN3O7
Source: the OMol25 dataset
Level of theory: ωB97M-V with the def2-TZVPD basis set

Calculated values
Charge: -1
Frontier orbital gap (alpha / beta) (eV): 6.835 / 4.011
HOMO (alpha / beta) (eV): -5.2 / -3.9
ΔE to the lowest compared entry with this formula, charge and spin (kJ/mol): 14.87

Last column: Löwdin charge in e.
Geometry (Å):
C  1.281  1.822  0.448  -0.282
C  0.131  1.979  1.316  -0.157
C  0.245  1.062  2.373  -0.121
H  -0.653  2.708  1.173  0.079
C  1.484  0.374  2.244  -0.133
C  2.145  0.835  1.081  -0.175
H  3.127  0.551  0.696  0.087
H  1.573  2.511  -0.346  0.072
H  -0.484  0.928  3.169  0.098
H  1.866  -0.370  2.943  0.090
In  0.368  0.340  -1.235  0.698
Br  0.356  1.732  -3.300  0.238
C  3.493  -0.537  -3.972  -0.125
C  4.552  -0.332  -3.039  -0.071
C  4.748  1.082  -2.896  -0.098
H  5.145  -1.106  -2.557  0.100
C  3.810  1.740  -3.742  -0.133
C  3.050  0.740  -4.427  -0.186
H  2.296  0.907  -5.183  0.063
H  3.114  -1.490  -4.322  0.087
H  5.513  1.562  -2.289  0.090
H  3.709  2.810  -3.870  0.090
O  -4.131  -3.793  3.454  0.036
N  -4.458  -2.617  3.195  -0.338
O  -5.475  -2.096  3.690  0.028
C  -3.648  -1.849  2.287  -0.158
C  -2.493  -2.415  1.719  0.073
C  -1.667  -1.699  0.850  -0.057
C  -2.131  -0.402  0.414  -0.236
O  -1.623  0.194  -0.625  -0.155
C  -3.202  0.223  1.156  -0.063
C  -4.046  -0.538  1.968  0.074
N  -3.429  1.656  0.967  -0.276
O  -4.528  2.135  1.371  0.019
O  -2.561  2.339  0.367  0.031
N  -0.459  -2.310  0.325  -0.343
O  -0.245  -3.478  0.615  -0.005
O  0.434  -1.643  -0.387  -0.185
H  -2.256  -3.440  1.971  0.118
H  -4.953  -0.116  2.398  0.125


5.
Formula: C16H12BrN3O7Ti
Source: the OMol25 dataset
Level of theory: ωB97M-V with the def2-TZVPD basis set

Calculated values
<S²>: 0.773
2S+1: 2
Charge: -1
Frontier orbital gap (alpha / beta) (eV): 3.549 / 3.621
HOMO (alpha / beta) (eV): -2.9 / -2.8

Last column: Mulliken spin population.
Geometry (Å):
C  2.308  2.623  -0.209  0.005
C  1.976  3.365  0.953  0.004
C  1.948  2.469  2.077  0.007
H  1.766  4.430  1.001  0.000
C  2.195  1.139  1.569  -0.004
C  2.435  1.246  0.166  0.005
H  2.843  0.462  -0.461  -0.001
H  2.546  3.020  -1.194  -0.001
H  1.866  2.743  3.109  0.000
H  2.159  0.215  2.138  -0.001
Ti  0.160  1.900  0.902  0.037
Br  -0.845  3.344  -0.689  0.010
C  0.274  -0.304  -3.470  -0.001
C  1.638  -0.589  -3.179  0.001
C  2.377  0.615  -3.411  0.001
H  2.036  -1.563  -2.971  0.000
C  1.482  1.607  -3.912  -0.001
C  0.172  1.060  -3.883  0.002
H  -0.757  1.597  -4.065  0.000
H  -0.550  -1.005  -3.356  0.000
H  3.439  0.750  -3.211  0.000
H  1.756  2.623  -4.249  0.000
O  -3.980  -4.732  1.407  -0.001
N  -3.889  -3.699  2.105  0.002
O  -4.686  -3.463  3.037  -0.009
C  -2.832  -2.750  1.812  -0.033
C  -1.956  -3.002  0.726  0.082
C  -0.990  -2.050  0.423  -0.032
C  -1.017  -0.769  1.011  0.071
O  -0.342  0.180  0.392  0.014
C  -1.813  -0.541  2.186  -0.087
C  -2.719  -1.560  2.582  0.133
N  -1.634  0.641  2.966  0.353
O  -2.246  0.836  4.002  0.408
O  -0.791  1.601  2.524  0.017
N  0.081  -2.299  -0.556  0.002
O  -0.179  -3.063  -1.505  -0.003
O  1.172  -1.737  -0.387  -0.002
H  -2.062  -3.926  0.150  0.006
H  -3.343  -1.413  3.470  0.017


6.
Formula: C16H12Cl2N2O4
Source: the OMol25 dataset
Level of theory: ωB97M-V with the def2-TZVPD basis set

Calculated values
Charge: 0
Frontier orbital gap (eV): 8.815
SMILES string: CC(=O)c1ccc(NC(=O)COC(=O)c2nc(Cl)ccc2Cl)cc1
HOMO (eV): -9.2

Last column: Löwdin charge in e.
Geometry (Å):
C  -2.687  -2.861  -0.283  -0.008
C  -2.181  -1.725  0.571  -0.412
O  -2.935  -1.028  1.213  0.070
C  -0.718  -1.481  0.577  -0.163
C  0.155  -2.052  -0.349  -0.027
C  1.493  -1.718  -0.343  -0.027
C  1.990  -0.804  0.584  -0.235
N  3.346  -0.454  0.532  0.149
C  3.944  0.767  0.529  -0.437
O  5.150  0.864  0.535  0.083
C  3.063  2.011  0.478  -0.050
O  1.849  1.783  -0.222  -0.079
C  0.736  2.314  0.309  -0.455
O  0.738  3.047  1.257  0.145
C  -0.513  1.842  -0.369  -0.196
N  -1.606  2.116  0.333  0.141
C  -2.783  1.725  -0.091  -0.750
Cl  -4.116  2.127  0.885  0.742
C  -2.967  1.013  -1.279  -0.069
C  -1.844  0.731  -2.026  -0.077
C  -0.589  1.148  -1.578  -0.569
Cl  0.778  0.787  -2.546  0.793
C  1.137  -0.284  1.556  -0.002
C  -0.202  -0.609  1.538  0.001
H  -3.752  -2.992  -0.108  0.087
H  -2.161  -3.782  -0.043  0.089
H  -2.527  -2.631  -1.335  0.083
H  -0.208  -2.739  -1.096  0.112
H  2.161  -2.144  -1.077  0.119
H  3.994  -1.212  0.351  0.163
H  2.842  2.365  1.494  0.139
H  3.638  2.792  -0.032  0.150
H  -3.951  0.700  -1.588  0.114
H  -1.919  0.193  -2.959  0.112
H  1.524  0.381  2.314  0.131
H  -0.877  -0.190  2.268  0.131